This record from the OMol25 dataset describes C31H50IrNPSeSi3 as an isolated structure at a distorted geometry. The level of theory is ωB97M-V/def2-TZVPD.

Properties
<S²>: 0.772

ORCA input file:
```
! wB97M-V def2-TZVPD RIJCOSX def2/J DEFGRID3
* xyz 2 2
Ir -0.1445 0.0099 0.2494
C -2.8990 1.5817 2.5691
Si -2.0808 -0.0519 3.0085
C -3.0063 -1.5558 2.3610
C -2.1735 -0.2363 4.8688
C -0.2838 0.0037 2.2976
Si 0.7330 -1.5946 2.8572
C 1.0301 -1.2580 4.6753
C 2.3811 -1.8600 2.0148
C -0.2062 -3.1949 2.6240
Si 0.5674 1.6379 2.8400
C 0.0597 2.4361 4.4407
C 2.4370 1.5562 2.7888
C 0.2143 2.7243 1.3221
C 0.2645 4.1085 1.2620
C 0.2984 4.7634 0.0431
C 0.3384 4.0059 -1.1168
C 0.2730 2.6340 -1.0185
N 0.1712 2.0114 0.1691
H -3.9847 1.4690 2.6218
H -2.6424 1.9656 1.5813
H -2.6376 2.3550 3.2882
H -4.0818 -1.3927 2.4873
H -2.7633 -2.4259 2.9673
H -2.8307 -1.8476 1.3277
H -3.2002 -0.0085 5.1687
H -1.5212 0.4435 5.4132
H -1.9657 -1.2548 5.1967
H 1.6200 -0.3607 4.8548
H 1.6213 -2.1027 5.0435
H 0.1263 -1.1988 5.2740
H 3.1042 -1.0558 2.1320
H 2.2845 -2.0724 0.9478
H 2.8061 -2.7593 2.4719
H -1.0135 -3.3391 3.3384
H 0.5089 -4.0069 2.7815
H -0.6238 -3.3276 1.6259
H 0.3496 1.7969 5.2768
H -0.9956 2.6657 4.5458
H 0.6233 3.3662 4.5534
H 2.8619 0.9268 3.5689
H 2.8184 2.5693 2.9454
H 2.8077 1.2073 1.8240
H 0.2882 4.6696 2.1871
H 0.3234 5.8438 -0.0050
H 0.4273 4.4635 -2.0917
H 0.3440 1.9988 -1.8883
C 8.4262 0.1983 0.3328
C 6.9743 0.1064 -0.0133
C 6.4160 -1.0893 -0.4605
C 5.0844 -1.1914 -0.8136
C 4.5749 -2.5252 -1.2763
C 4.2617 -0.0333 -0.7054
Se 2.4800 -0.1189 -1.2052
C 4.8181 1.1982 -0.2461
C 4.0360 2.4786 -0.1332
C 6.1548 1.2342 0.0865
H 8.8926 -0.7835 0.3722
H 8.5663 0.6925 1.2946
H 8.9526 0.7945 -0.4156
H 7.0487 -1.9643 -0.5450
H 5.3697 -3.0705 -1.7819
H 3.7268 -2.4365 -1.9498
H 4.2590 -3.1263 -0.4202
H 2.9614 2.3101 -0.1452
H 4.2779 3.1409 -0.9674
H 4.3064 3.0001 0.7849
H 6.5857 2.1669 0.4322
C -3.7305 0.3630 -0.3121
P -2.0746 0.0263 -0.9413
C -2.0108 1.1012 -2.3959
C -1.9869 -1.6735 -1.5014
C -1.0417 -2.5200 -0.9312
C -0.9704 -3.8525 -1.3020
C -1.8520 -4.3407 -2.2557
C -2.7989 -3.5032 -2.8349
C -2.8708 -2.1724 -2.4591
H -4.4160 -0.0051 -1.0805
H -3.8813 1.4336 -0.1925
H -3.9364 -0.1423 0.6184
H -2.9333 0.9110 -2.9503
H -1.1709 0.8647 -3.0467
H -1.9914 2.1516 -2.1137
H -0.3067 -2.1722 -0.1879
H -0.2286 -4.4997 -0.8541
H -1.8009 -5.3795 -2.5514
H -3.4824 -3.8899 -3.5780
H -3.6177 -1.5340 -2.9162
*
```

This record from the OMol25 dataset describes C31H50N9O6P2S2Zr as an isolated structure at a distorted geometry. The level of theory is ωB97M-V/def2-TZVPD.

ORCA input file:
```
! wB97M-V def2-TZVPD RIJCOSX def2/J DEFGRID3
* xyz 1 1
Zr 0.3760 -0.0015 0.0690
C 4.4313 0.4362 1.8015
O 5.1070 0.5961 0.5529
C 4.6427 0.0053 -0.5747
C 5.5415 0.0059 -1.6261
C 5.2332 -0.5195 -2.8814
C 3.9949 -1.0798 -3.0792
C 3.0575 -1.0611 -2.0392
C 1.8267 -1.8089 -2.1745
N 0.7953 -1.5870 -1.4552
N -0.1065 -2.6616 -1.4311
C -0.6192 -2.7568 -0.2555
O -0.4243 -1.8442 0.6963
C -1.4639 -3.9498 0.0321
C -2.0906 -4.0689 1.2664
C -2.8833 -5.1720 1.5536
C -3.0502 -6.1677 0.6032
C -2.4174 -6.0592 -0.6302
C -1.6248 -4.9605 -0.9169
C 3.3408 -0.5166 -0.7687
O 2.4117 -0.5255 0.1748
H 5.0941 0.8754 2.5452
H 3.4744 0.9427 1.7989
H 4.2583 -0.6130 2.0287
H 6.5212 0.4299 -1.4295
H 5.9758 -0.5153 -3.6684
H 3.7339 -1.5435 -4.0256
H 1.7928 -2.6793 -2.8243
H -1.9507 -3.2968 2.0067
H -3.3697 -5.2519 2.5177
H -3.6659 -7.0310 0.8229
H -2.5361 -6.8413 -1.3696
H -1.1260 -4.8764 -1.8743
C -3.0659 -1.6076 -2.4209
P -2.4366 -0.4149 -1.1806
C -3.2778 1.0845 -1.7951
C -3.5528 -0.9447 0.2088
C -3.5607 -0.1634 1.5375
P -1.9469 -0.0136 2.4263
C -1.9187 -1.4293 3.6074
C -2.3798 1.2991 3.6183
H -4.1522 -1.5171 -2.5064
H -2.8121 -2.6249 -2.1232
H -2.6219 -1.4261 -3.4016
H -4.3556 0.9101 -1.8259
H -2.9359 1.2994 -2.8127
H -3.0674 1.9535 -1.1768
H -3.3164 -1.9917 0.3982
H -4.5600 -0.9307 -0.2143
H -4.2846 -0.6158 2.2189
H -3.8893 0.8626 1.3569
H -2.8878 -1.9342 3.6395
H -1.6862 -1.0478 4.6019
H -1.1396 -2.1367 3.3330
H -3.2891 0.9977 4.1431
H -2.5689 2.2637 3.1493
H -1.5735 1.4120 4.3461
C -0.1755 -0.3447 -4.3913
N -0.1505 1.1115 -4.3679
C 0.3826 1.7364 -5.5786
C -0.2585 1.7781 -3.1783
O -0.0420 1.1880 -2.1022
N -0.6198 3.0827 -3.2228
C -0.3303 3.9757 -2.1124
C -1.4812 3.6426 -4.2584
H -0.8470 -0.6881 -5.1807
H -0.5147 -0.7350 -3.4416
H 0.8228 -0.7436 -4.5972
H 1.1853 1.1056 -5.9649
H 0.8042 2.7124 -5.3561
H -0.3656 1.8437 -6.3646
H 0.2746 3.4750 -1.3709
H -1.2594 4.3077 -1.6437
H 0.2035 4.8553 -2.4798
H -1.9529 2.8538 -4.8361
H -0.9484 4.3152 -4.9315
H -2.2692 4.2123 -3.7672
C 2.6878 0.3132 5.6251
N 2.1873 1.4404 4.8300
C 2.3286 2.7880 5.1777
C 1.7920 3.5083 4.1808
N 1.3413 2.5987 3.2317
C 1.5797 1.3384 3.6264
S 1.1990 -0.1229 2.8377
H 2.3172 0.3922 6.6444
H 3.7753 0.3144 5.6307
H 2.3338 -0.6132 5.1858
H 2.7759 3.0922 6.1108
H 1.6750 4.5729 4.0601
H 0.8603 2.8435 2.3715
O -0.3008 3.7296 1.2900
S -1.4235 2.8658 0.8481
N -1.2138 1.3934 0.5709
N 3.0538 3.5295 0.1756
C 2.4838 2.5805 -0.5860
N 2.8996 2.4500 -1.8627
O 1.5832 1.8780 -0.0894
H 3.8253 4.0883 -0.1399
H 2.7319 3.6277 1.1215
H 3.8060 2.8125 -2.1088
H 2.6382 1.5860 -2.3140
*
```

This record from the OMol25 dataset describes C31H52BrHgN5P2 as an isolated structure at a distorted geometry. The level of theory is ωB97M-V/def2-TZVPD.

ORCA input file:
```
! wB97M-V def2-TZVPD RIJCOSX def2/J DEFGRID3
* xyz 2 1
N -6.5267 4.9514 -5.7719
C -6.1714 5.3301 -4.5536
C -5.2358 4.6161 -3.8113
C -4.6125 3.4493 -4.3406
C -5.0096 3.0941 -5.6523
C -5.9744 3.8780 -6.3241
C -3.5735 2.7427 -3.5764
Hg 0.6208 -0.4189 -2.0388
P 3.0307 -0.5983 -1.3763
C -2.6648 1.7729 -3.9869
C -1.5223 1.6305 -3.1397
C -0.1794 1.6526 -3.6021
C 0.6044 2.6808 -3.0195
C 0.1276 3.3944 -1.9041
C -0.8156 2.7155 -1.0943
C -1.7087 1.8315 -1.7377
Br 1.1535 4.7687 -1.1912
H -3.4856 3.1863 -2.5696
H -2.7627 1.2887 -4.9710
H -5.0351 5.0352 -2.8223
H -4.5693 2.2034 -6.0951
H -6.6586 6.2205 -4.1591
H -6.3207 3.6288 -7.3277
H 0.0562 1.1554 -4.5390
H -2.4688 1.2143 -1.2649
H 1.5600 2.9315 -3.4679
H -0.7788 2.8934 -0.0142
P -0.5934 -2.5597 -1.6045
C 3.8030 0.9890 -0.8129
C 5.2553 1.2054 -1.2101
H 3.7522 0.9664 0.2858
H 3.2105 1.8571 -1.1499
H 5.4823 2.2409 -0.9296
H 5.9356 0.5599 -0.6349
H 5.4224 1.1207 -2.2913
C 4.0225 -1.0070 -2.8931
C 5.2270 -1.9331 -2.7823
H 4.3828 -0.0517 -3.2840
H 3.3128 -1.4123 -3.6233
H 5.4581 -2.3553 -3.7693
H 6.1050 -1.3545 -2.4776
H 5.0797 -2.7655 -2.0933
C 3.7430 -1.8071 -0.1003
C 5.0084 -1.4385 0.6966
H 3.9302 -2.7519 -0.6376
H 2.9120 -2.0340 0.5911
H 5.0767 -2.0776 1.5911
H 5.9053 -1.6573 0.0980
H 5.0484 -0.3981 1.0509
C -0.5528 -3.3699 0.0214
C -1.4343 -4.5911 0.2812
H -0.7848 -2.5824 0.7541
H 0.5014 -3.6363 0.1902
H -2.3900 -4.3072 0.7344
H -1.6176 -5.1883 -0.6166
H -0.9383 -5.2323 1.0175
C 0.0955 -3.6333 -2.9151
C 0.0428 -3.0495 -4.3277
H -0.3881 -4.6186 -2.8948
H 1.1372 -3.8174 -2.6103
H -0.9543 -3.1693 -4.7738
H 0.2915 -1.9789 -4.3096
H 0.7585 -3.5580 -4.9897
C -2.2746 -1.9471 -2.0492
C -3.1244 -1.5220 -0.8435
H -2.7958 -2.6787 -2.6879
H -2.1149 -1.0543 -2.6869
H -4.0674 -1.0812 -1.2048
H -3.3793 -2.3687 -0.1867
H -2.5964 -0.7545 -0.2484
C -1.0539 2.4819 2.3041
N -1.2508 1.0172 2.1016
C -2.6710 0.7100 2.4285
N -3.0472 1.1139 3.8023
C -2.8199 2.5712 3.9400
N -1.4105 2.9429 3.6709
C -0.5534 2.1997 4.6240
N -0.7346 0.7443 4.4850
C -0.4004 0.3250 3.1132
C -2.1494 0.4237 4.7531
H -1.6659 3.0296 1.5708
H 0.0150 2.7054 2.1551
H -2.8253 -0.3774 2.3310
H -3.3040 1.2598 1.7140
H -3.0841 2.8708 4.9653
H -3.4427 3.0852 3.1983
H 0.4930 2.4552 4.4158
H -0.8261 2.4876 5.6479
H -0.5707 -0.7577 3.0310
H 0.6504 0.5670 2.9018
H -2.4008 0.7474 5.7709
H -2.2937 -0.6578 4.6487
*
```

This record from the OMol25 dataset describes a 4-piece molecular cluster, C31H52BrO19PS3 overall at a distorted geometry. The level of theory is ωB97M-V/def2-TZVPD.

Properties
SMILES string: COCCCCCCCCCCCCC1=C(CC(=O)Br)C(=O)C(CCCOC)=C(P(O)O)C1=O.O=S1(=O)OCCO1.O=S1(=O)OCCO1.O=S1(=O)OCCO1

ORCA input file:
```
! wB97M-V def2-TZVPD RIJCOSX def2/J DEFGRID3
* xyz 0 1
C -5.6849 3.9743 -5.2679
O -4.3084 3.7085 -5.6427
C -3.3714 4.4580 -4.8146
C -1.8934 4.5629 -5.4603
C -1.4750 3.2849 -6.3667
C 0.0339 2.7551 -6.0877
C -0.0866 1.3793 -5.2611
C -0.1153 0.0399 -6.2085
C -0.2219 -1.2015 -5.1681
C -0.3255 -2.6529 -5.8558
C -0.8599 -3.6633 -4.6815
C 0.1400 -3.7605 -3.4207
C -0.5738 -4.0371 -2.0017
C -1.8455 -3.0943 -1.6876
C -1.6937 -2.1954 -0.3530
C -0.9508 -0.9484 -0.3306
C -0.1695 -0.3711 -1.6269
C 1.3795 -0.8078 -1.5387
O 1.7675 -1.6299 -0.6604
Br 2.7920 -0.1113 -2.7904
C -0.8694 -0.0696 0.9998
O -0.7064 1.1956 0.8423
C -1.0378 -0.7718 2.4382
C -0.3802 -0.0119 3.6914
C 1.1771 0.3620 3.3737
C 1.5356 1.9159 3.5971
O 1.2689 2.7779 2.4615
C 2.1792 2.5344 1.3579
C -1.7811 -1.9941 2.4763
P -2.0873 -2.8897 4.1561
O -0.6008 -3.0918 4.9943
O -2.6102 -4.5130 3.7828
C -2.3567 -2.6003 1.0781
O -3.3647 -3.3947 1.0839
H -6.2577 2.9620 -5.3248
H -5.8147 4.3918 -4.2062
H -6.1742 4.6964 -6.0402
H -3.3493 4.0783 -3.7125
H -3.7986 5.5405 -4.7466
H -1.9157 5.4878 -6.1595
H -1.1456 4.7913 -4.6096
H -1.4964 3.6446 -7.4664
H -2.1787 2.3965 -6.1696
H 0.5138 3.5277 -5.3580
H 0.7019 2.7068 -7.0170
H -1.0460 1.3020 -4.6112
H 0.7948 1.2674 -4.5132
H 0.9486 -0.0059 -6.6813
H -0.9537 0.0625 -6.9888
H -1.2188 -1.0279 -4.5875
H 0.6685 -1.0980 -4.4540
H 0.6448 -3.0436 -6.3238
H -1.1236 -2.5971 -6.6989
H -0.8911 -4.7259 -5.1585
H -1.9601 -3.4317 -4.4005
H 0.8406 -2.8637 -3.2818
H 0.8330 -4.6747 -3.6233
H -0.8134 -5.1672 -1.8622
H 0.2205 -3.7965 -1.1838
H -2.1604 -2.4002 -2.5436
H -2.7403 -3.8111 -1.4819
H -0.2252 0.7829 -1.6931
H -0.7281 -0.7746 -2.5424
H -0.5032 -0.5728 4.6926
H -0.9367 0.9973 3.7918
H 1.5209 -0.0597 2.3490
H 1.7967 -0.2291 4.1647
H 2.6234 2.1064 3.9468
H 0.8609 2.3035 4.4635
H 2.7754 3.5167 1.1959
H 2.8587 1.6196 1.4837
H 1.5942 2.3689 0.3658
H 0.1386 -2.5997 4.5440
H -1.8087 -4.9786 3.4127
O -0.2732 6.3737 -3.6157
S 0.2198 6.6263 -2.2911
O 1.2247 7.6075 -2.0091
O 0.6811 5.2095 -1.6448
C -0.0523 4.9705 -0.4418
C -1.3794 5.6908 -0.6302
O -1.0520 6.8987 -1.3180
H 0.5131 5.3960 0.3922
H -0.1834 3.8990 -0.2813
H -1.8725 5.9088 0.3176
H -2.0557 5.1121 -1.2669
O 1.0697 -4.0633 6.5703
S 0.2755 -3.1764 7.3690
O -0.8358 -2.4303 6.8522
O 1.2754 -2.1430 8.1254
C 1.0994 -2.2538 9.5375
C 0.6439 -3.6865 9.7778
O -0.2275 -3.9860 8.6893
H 0.3291 -1.5391 9.8418
H 2.0316 -2.0246 10.0562
H 0.1250 -3.8038 10.7299
H 1.4883 -4.3815 9.7360
O 2.3717 -3.2192 5.4345
S 3.5616 -2.4234 5.5852
O 3.6036 -1.2289 6.3767
O 4.1415 -2.0842 4.1029
C 5.4743 -2.5810 3.9859
C 5.5429 -3.7769 4.9257
O 4.7685 -3.3995 6.0644
H 6.1617 -1.7908 4.3019
H 5.6890 -2.8558 2.9520
H 6.5655 -4.0175 5.2183
H 5.0761 -4.6590 4.4770
*
```

This record from the OMol25 dataset describes C31H52MgN13OPS2 as an isolated structure. The level of theory is ωB97M-V/def2-TZVPD.

ORCA input file:
```
! wB97M-V def2-TZVPD RIJCOSX def2/J DEFGRID3
* xyz 2 1
Mg 1.4071 -1.6164 0.1984
C 2.6334 1.5933 4.1079
N 3.3997 1.3290 2.8897
C 4.3729 2.1683 2.3529
C 4.8473 1.5791 1.2573
N 4.1647 0.3628 1.1266
C 3.2589 0.2125 2.1481
S 2.2307 -1.0835 2.5183
C 4.5142 -0.6207 0.1671
C 5.8279 -0.6651 -0.2805
C 6.2045 -1.6649 -1.1529
C 5.2740 -2.6258 -1.5215
C 3.9988 -2.5081 -1.0268
N 3.5870 -1.4949 -0.2264
H 2.9310 2.5661 4.4895
H 2.8317 0.8308 4.8571
H 1.5696 1.5896 3.8810
H 4.6235 3.1217 2.7938
H 5.5725 1.9241 0.5405
H 6.5569 0.0400 0.0932
H 7.2297 -1.7227 -1.5009
H 5.5401 -3.4622 -2.1538
H 3.2539 -3.2755 -1.2243
N -0.3691 -1.2252 -4.6759
C 0.9899 -0.5920 -4.4708
C 1.2345 -0.4178 -2.9803
N 1.1069 -1.6749 -2.2143
C -0.1964 -2.3295 -2.4917
C -0.4578 -2.5599 -3.9644
H -0.5769 -1.3265 -5.6645
H -1.0797 -0.6081 -4.2859
H 1.0092 0.3568 -5.0003
H 1.7132 -1.2651 -4.9236
H 0.5216 0.3014 -2.5718
H 2.2217 0.0131 -2.8332
H 1.8573 -2.3096 -2.4756
H -0.9922 -1.7144 -2.0598
H -0.2347 -3.2900 -1.9934
H -1.4440 -2.9847 -4.1397
H 0.2897 -3.2054 -4.4203
C 0.7948 4.2967 1.8404
N 1.4561 4.5758 0.5810
C 1.6995 5.9557 0.1464
C 2.3847 5.7779 -1.2173
N 2.2583 4.3283 -1.4295
C 1.7857 3.6682 -0.3499
S 1.6359 1.9922 -0.2003
H -0.1377 4.8584 1.9072
H 1.4267 4.5864 2.6814
H 0.5809 3.2325 1.8968
H 2.3343 6.4731 0.8624
H 0.7608 6.5020 0.0747
H 3.4262 6.0866 -1.1890
H 1.8835 6.3366 -2.0007
H 2.7701 3.8311 -2.1328
N 1.2701 -3.5720 0.1506
C 0.6409 -4.5601 0.0107
N -0.0094 -5.6368 -0.1314
C -0.8138 -5.9348 -1.1425
N -1.5204 -6.1978 -2.0284
O -0.4077 -0.8986 0.2854
P -1.8728 -0.6063 0.5769
N -2.2096 -0.8440 2.1432
C -3.5658 -1.0401 2.7045
C -3.3685 -0.7292 4.1781
C -1.9785 -1.3112 4.4539
C -1.1714 -0.9576 3.2027
N -2.2750 0.9156 0.1467
C -3.1883 1.8260 0.8856
C -3.7036 2.7781 -0.1948
C -2.5858 2.7885 -1.2426
C -2.1285 1.3372 -1.2656
N -2.8466 -1.5647 -0.3496
C -4.2142 -1.1559 -0.7780
C -5.1530 -2.1355 -0.0845
C -4.3528 -3.4462 -0.1006
C -2.8747 -3.0232 -0.0099
H -3.8910 -2.0771 2.5764
H -4.3040 -0.3959 2.2323
H -4.1507 -1.1695 4.7945
H -3.3717 0.3530 4.3365
H -2.0464 -2.3956 4.5655
H -1.5161 -0.9084 5.3536
H -0.4424 -1.7233 2.9556
H -0.6363 -0.0156 3.3213
H -2.6362 2.3679 1.6554
H -4.0043 1.3010 1.3750
H -3.9249 3.7646 0.2122
H -4.6217 2.3867 -0.6387
H -1.7578 3.4233 -0.9154
H -2.9216 3.1344 -2.2207
H -1.0953 1.2356 -1.5838
H -2.7783 0.7472 -1.9300
H -4.3035 -1.2780 -1.8619
H -4.4083 -0.1082 -0.5495
H -6.1057 -2.2215 -0.6041
H -5.3547 -1.8093 0.9341
H -4.5196 -3.9803 -1.0364
H -4.6251 -4.1242 0.7055
H -2.2855 -3.5946 -0.7121
H -2.4527 -3.1913 0.9845
*
```

no.,calculated total energy (eV)
1,-135543.76721
2,-100183.56333
3,-133218.88332
4,-183715.18104
5,-90808.11272